(1)
{"formula": "C33H40Cl2MnN8O2P", "method": "the ωB97M-V functional and the def2-TZVPD basis", "symbols": ["Mn", "Cl", "C", "C", "C", "N", "C", "O", "C", "C", "C", "C", "C", "N", "C", "C", "C", "Cl", "N", "C", "O", "C", "C", "C", "C", "C", "N", "H", "H", "H", "H", "H", "H", "H", "H", "H", "H", "N", "P", "N", "C", "C", "C", "C", "C", "N", "C", "C", "C", "C", "C", "N", "C", "C", "C", "C", "C", "H", "H", "H", "H", "H", "H", "H", "H", "H", "H", "H", "H", "H", "H", "H", "H", "H", "H", "H", "H", "H", "H", "H", "H", "H", "H", "H", "H", "H", "H"], "coordinates": [[10.4224, -16.0742, -3.6740], [11.3403, -9.0060, -2.7775], [11.5328, -10.7765, -2.7198], [10.6975, -11.6173, -3.4232], [10.7150, -13.0326, -3.2899], [9.8791, -13.9580, -3.9299], [8.6828, -13.5979, -4.3676], [8.1487, -12.4807, -4.5259], [7.8194, -14.8176, -4.4941], [6.6438, -14.8894, -5.3425], [5.8681, -15.9941, -5.2751], [6.1189, -17.0332, -4.3849], [7.2791, -16.9439, -3.6471], [8.1668, -15.8866, -3.7610], [11.5579, -13.5925, -2.2825], [12.3414, -12.7111, -1.5392], [12.3940, -11.3321, -1.7892], [13.4881, -10.2677, -0.9479], [11.5438, -14.9477, -2.0972], [12.1506, -15.5554, -1.1196], [12.8825, -15.0608, -0.2638], [11.8703, -17.0492, -1.0737], [12.6355, -17.7098, -0.1362], [12.6111, -19.0936, -0.2220], [11.9006, -19.6613, -1.2435], [11.1823, -18.8964, -2.0868], [11.0852, -17.6140, -1.9932], [10.0602, -11.2240, -4.2115], [6.4868, -14.0138, -5.9514], [4.9665, -16.0512, -5.9593], [5.5793, -17.9980, -4.2811], [7.6598, -17.7093, -3.0099], [12.9088, -13.0975, -0.7171], [13.2276, -17.1368, 0.5397], [13.1378, -19.7599, 0.4287], [11.9141, -20.7446, -1.3659], [10.6264, -19.3897, -2.8788], [10.8290, -17.3548, -5.3521], [10.9661, -18.5488, -6.2970], [9.8716, -19.8058, -5.7966], [8.5272, -19.5002, -5.4157], [8.1923, -20.2547, -4.2090], [8.6581, -21.6963, -4.3447], [8.8288, -22.0866, -5.8338], [10.0232, -21.2009, -6.3160], [10.8097, -18.4934, -8.0221], [11.5400, -17.3880, -8.6488], [11.6533, -17.5415, -10.1168], [10.2409, -17.6460, -10.7224], [9.4225, -18.6807, -10.0290], [9.4469, -18.5246, -8.5350], [12.5319, -19.2965, -6.1857], [13.3195, -19.2048, -5.0030], [13.8845, -20.5238, -4.4588], [14.6814, -21.1984, -5.5593], [13.8668, -21.3091, -6.8735], [13.2506, -19.9253, -7.2826], [7.7593, -19.7101, -6.2263], [8.4830, -18.4437, -5.2292], [7.0759, -20.1681, -4.0197], [8.6589, -19.9316, -3.3094], [7.9805, -22.3624, -3.8074], [9.6337, -21.9260, -3.9451], [7.8740, -21.9131, -6.3895], [9.0882, -23.1324, -6.0187], [10.0918, -21.2247, -7.4011], [10.9274, -21.6267, -5.8830], [12.4945, -17.3276, -8.2922], [10.9970, -16.5146, -8.2751], [12.2651, -18.4719, -10.2878], [12.2608, -16.7493, -10.5254], [10.2046, -17.8594, -11.8056], [9.7974, -16.6959, -10.5442], [9.7859, -19.6562, -10.2189], [8.3993, -18.5387, -10.3856], [8.9376, -19.3645, -7.9826], [8.9196, -17.5870, -8.2486], [12.7283, -18.6039, -4.2080], [14.1540, -18.5321, -5.1841], [13.0186, -21.0651, -4.0829], [14.4678, -20.3412, -3.5886], [14.9582, -22.2812, -5.3547], [15.6321, -20.6134, -5.8001], [13.0085, -21.9565, -6.7280], [14.4571, -21.7728, -7.6654], [12.5724, -19.8725, -8.1186], [14.1752, -19.3375, -7.4102]], "forces_ev_per_a": [[0.39, -0.28, -0.64], [0.02, -0.87, -0.46], [-0.04, 0.29, 0.68], [-0.59, -1.01, -1.44], [0.24, 0.68, 0.66], [0.61, 0.84, -0.03], [-0.18, 0.61, 0.22], [0.33, -0.77, -0.16], [-1.70, -1.77, -0.98], [2.50, 1.17, 1.68], [-2.55, -0.57, -1.48], [0.81, -1.05, 0.80], [1.25, 1.86, -0.96], [-1.64, -0.63, 0.10], [0.24, 1.45, -0.26], [0.57, 1.00, 0.14], [-0.45, -0.28, -0.15], [0.09, -0.43, 0.33], [-1.34, -0.64, -1.66], [-0.41, 0.07, 0.42], [0.55, -0.32, 0.85], [0.86, 1.52, 0.27], [-0.46, -1.42, -0.44], [0.22, 0.35, 0.32], [0.69, -2.03, 0.73], [-1.60, -1.70, -1.49], [0.47, 2.11, 0.03], [-0.03, 0.07, 0.43], [-0.36, -0.08, -0.20], [1.12, -0.02, 0.89], [-0.06, 1.09, -0.36], [-0.13, -0.60, 0.37], [0.32, -0.08, -0.03], [0.22, 0.26, 0.33], [0.42, 0.00, 0.50], [-0.06, 0.25, -0.07], [-0.02, 0.20, -0.16], [-0.39, 0.32, -0.19], [0.64, -0.17, 1.97], [1.20, -0.91, -1.61], [-0.29, 1.11, -1.36], [-1.85, -1.32, 1.10], [-0.72, -1.69, -0.95], [-0.23, 0.83, -0.10], [-0.98, 0.38, 0.43], [0.23, -0.51, 0.45], [-2.23, 0.09, 0.80], [-0.15, -1.53, -1.10], [1.44, -0.23, -0.74], [-0.83, 0.44, 0.58], [-0.72, -0.18, 1.75], [-1.33, -0.69, -0.80], [-0.60, 1.94, 2.23], [-1.04, 0.47, -0.84], [0.65, -1.24, -1.19], [-1.27, 0.75, 0.10], [1.34, -0.03, 1.18], [0.70, 0.16, 0.60], [-0.03, 0.57, -0.04], [1.05, -0.40, -0.20], [0.42, 1.04, 0.65], [-0.12, -0.12, -0.12], [0.47, 0.54, 0.64], [0.80, 0.06, 0.22], [0.01, 0.02, 0.34], [0.16, 0.00, -0.33], [0.17, -0.02, -0.13], [2.56, 0.07, 1.48], [0.22, 0.69, -0.62], [-0.68, 0.57, -0.02], [-0.06, 0.52, -0.27], [0.32, 0.30, 0.32], [-0.61, 1.02, -0.07], [0.25, -1.19, -0.66], [-0.11, -0.53, 0.06], [0.22, 0.80, -0.90], [0.05, -0.23, -0.07], [0.73, -1.23, -1.21], [0.58, 0.22, -0.27], [-0.07, -0.71, -0.31], [0.75, 0.36, 0.70], [0.04, 1.34, 0.29], [-1.08, -0.68, 0.53], [-0.12, -0.48, 0.28], [0.12, 0.31, -0.11], [0.31, -0.52, -0.59], [-0.21, 0.46, -0.71]], "largest_force_ev_per_a": 3.230, "e_homo_ha": [-0.1589, -0.1620], "charge": -1, "spin_multiplicity": 6, "e_lumo_ev": [2.36, 2.36], "homo_lumo_gap_ev": [6.7, 6.8]}

---

(2)
{"formula": "C33H40N3O3Os", "method": "the ωB97M-V functional and the def2-TZVPD basis", "symbols": ["Os", "C", "C", "C", "C", "C", "C", "C", "C", "C", "C", "C", "C", "N", "C", "O", "C", "C", "C", "C", "C", "N", "C", "O", "N", "C", "C", "C", "C", "C", "C", "C", "C", "C", "C", "C", "C", "H", "H", "H", "H", "H", "H", "H", "H", "H", "H", "H", "H", "H", "H", "H", "H", "H", "H", "H", "H", "H", "H", "H", "H", "H", "H", "H", "H", "H", "H", "H", "H", "H", "H", "H", "H", "H", "C", "C", "O", "H", "H", "H"], "coordinates": [[0.4862, -0.5825, 0.2954], [-4.3675, 0.6371, -1.4132], [-3.8134, -0.6983, -0.9034], [-4.9688, -1.6159, -0.4949], [-2.9172, -1.3305, -1.9549], [-3.4567, -1.5436, -3.2183], [-2.6830, -2.0122, -4.2624], [-1.3383, -2.2652, -4.0566], [-0.7564, -2.1028, -2.8067], [0.7185, -2.4315, -2.6622], [0.9734, -3.6245, -1.7378], [1.5250, -1.1607, -2.3879], [-1.5665, -1.6585, -1.7482], [-1.0264, -1.5659, -0.4051], [-1.7414, -2.2897, 0.5832], [-2.3856, -3.2812, 0.4010], [-1.5782, -1.6406, 1.9384], [-2.4460, -1.7213, 3.0066], [-2.1978, -0.9172, 4.1170], [-1.1222, -0.0341, 4.1120], [-0.2981, -0.0107, 3.0045], [-0.5239, -0.8277, 1.9793], [0.7835, 0.9975, 2.7034], [1.1997, 1.7897, 3.4995], [1.1842, 0.8939, 1.3552], [1.8023, 2.0622, 0.7712], [3.1825, 2.0994, 0.5851], [3.7197, 3.2537, 0.0147], [2.9184, 4.3181, -0.3437], [1.5463, 4.2606, -0.1346], [0.9669, 3.1392, 0.4349], [-0.5349, 3.0388, 0.6109], [-1.2205, 4.3874, 0.8190], [-1.1638, 2.3159, -0.5803], [4.1147, 0.9834, 1.0075], [5.0943, 1.4669, 2.0797], [4.8612, 0.4091, -0.1970], [-4.8915, 1.1622, -0.6128], [-3.5801, 1.2825, -1.7993], [-5.0826, 0.4751, -2.2202], [-3.2150, -0.4784, -0.0125], [-5.6179, -1.8139, -1.3493], [-4.6159, -2.5745, -0.1184], [-5.5772, -1.1366, 0.2741], [-4.5021, -1.3229, -3.3895], [-3.1225, -2.1680, -5.2384], [-0.7233, -2.6183, -4.8749], [1.0623, -2.7553, -3.6479], [0.5601, -3.4985, -0.7388], [0.4956, -4.5061, -2.1647], [2.0417, -3.8226, -1.6451], [1.0992, -0.5874, -1.5281], [2.5771, -1.3363, -2.1839], [1.4110, -0.4400, -3.1974], [-3.2989, -2.3831, 2.9424], [-2.8612, -0.9548, 4.9700], [-0.9225, 0.6480, 4.9271], [4.7898, 3.3176, -0.1352], [3.3595, 5.2047, -0.7797], [0.9307, 5.1048, -0.4123], [-0.7403, 2.4426, 1.5057], [-1.2304, 4.9791, -0.0975], [-2.2582, 4.2354, 1.1176], [-0.7248, 4.9687, 1.5961], [-0.9396, 2.8370, -1.5127], [-0.7919, 1.2857, -0.7081], [-2.2452, 2.2531, -0.4650], [3.5161, 0.1888, 1.4540], [5.7537, 2.2448, 1.6919], [4.5665, 1.8736, 2.9432], [5.7210, 0.6399, 2.4165], [5.5203, 1.1598, -0.6363], [5.4734, -0.4422, 0.1022], [4.1716, 0.0728, -0.9718], [1.5995, -2.9080, 2.0992], [1.8250, -2.0126, 0.9132], [2.8368, -2.0084, 0.2740], [2.3218, -3.7208, 2.0729], [0.5848, -3.3039, 2.1184], [1.7534, -2.3222, 3.0096]], "forces_ev_per_a": [[0.16, -0.94, 0.41], [-0.02, 0.00, 0.00], [0.01, -0.04, 0.03], [0.01, -0.04, 0.00], [0.02, 0.02, -0.02], [0.03, 0.03, -0.04], [-0.02, 0.01, 0.01], [0.02, -0.03, 0.01], [0.02, -0.09, 0.02], [-0.05, 0.13, 0.06], [0.06, -0.04, -0.03], [0.02, -0.22, -0.01], [-0.02, 0.11, 0.19], [-0.09, 0.07, -0.34], [0.13, 0.13, 0.23], [-0.10, -0.02, -0.06], [0.15, -0.12, -0.19], [0.04, -0.11, 0.04], [0.06, 0.01, -0.04], [0.04, -0.07, 0.10], [0.15, 0.10, -0.07], [-0.60, 0.57, 0.07], [0.14, -0.27, -0.12], [-0.05, 0.06, 0.06], [-0.11, 0.29, -0.59], [-0.07, -0.02, 0.24], [0.08, 0.08, -0.02], [0.01, -0.04, -0.01], [-0.04, 0.00, 0.00], [0.03, 0.00, 0.00], [-0.02, -0.02, -0.10], [0.00, -0.02, 0.05], [0.01, 0.02, 0.00], [-0.03, -0.04, -0.01], [-0.03, 0.02, 0.04], [0.00, 0.00, 0.03], [0.01, -0.01, 0.01], [0.01, 0.00, 0.00], [0.01, 0.00, -0.01], [-0.01, 0.00, 0.01], [0.01, 0.03, -0.01], [0.00, 0.01, 0.00], [0.00, 0.00, 0.00], [0.00, 0.00, 0.00], [0.00, 0.00, -0.01], [0.00, 0.00, 0.00], [-0.01, 0.01, -0.01], [-0.06, 0.05, -0.04], [-0.01, 0.01, -0.01], [0.02, -0.01, 0.00], [0.00, 0.00, 0.00], [0.05, 0.49, 0.08], [-0.01, -0.03, 0.06], [0.00, -0.01, -0.01], [0.00, 0.00, 0.04], [-0.01, 0.01, 0.00], [-0.02, -0.01, 0.01], [0.00, 0.00, -0.01], [0.00, 0.00, 0.00], [0.00, 0.00, 0.00], [0.01, 0.03, 0.01], [0.01, 0.00, 0.00], [-0.01, 0.00, -0.02], [0.00, -0.01, 0.00], [-0.02, 0.01, 0.00], [0.03, 0.02, 0.00], [-0.01, 0.00, 0.00], [0.00, -0.02, -0.04], [0.00, 0.00, -0.01], [-0.01, 0.00, 0.00], [0.00, 0.00, 0.00], [0.01, -0.01, 0.00], [0.00, 0.00, 0.01], [-0.01, 0.00, 0.00], [-0.08, -0.01, -0.03], [0.13, -0.20, -0.03], [0.05, 0.12, 0.07], [0.01, 0.01, 0.01], [0.01, -0.03, 0.00], [-0.02, 0.01, 0.00]], "largest_force_ev_per_a": 1.038, "e_homo_ha": -0.4236, "charge": 1, "e_lumo_ev": -4.93, "homo_lumo_gap_ev": 6.6}

---

| no. | E_tot (Ha) |
| --- | --- |
| 1 | -4282.9301 |
| 2 | -1761.9542 |